{"formula": "C3H3ClN4", "method": "wB97M-V/def2-TZVPD", "e_above_lowest_kcal_mol": 24.6, "orbital_gap_ev": 9.58, "mol_weight_g_mol": 130.5, "max_force_ev_per_a": 5.925, "smiles": "Nc1ncnnc1Cl", "species": ["C", "C", "C", "H", "H", "H", "N", "N", "N", "N", "Cl"], "coordinates": [[0.174, 0.601, -0.159], [-1.904, -0.442, -0.155], [0.624, -0.778, -0.152], [1.356, 1.595, 1.230], [1.877, 1.612, -0.488], [-2.930, -0.270, -0.258], [1.109, 1.623, 0.087], [-1.146, 0.733, -0.184], [-1.448, -1.736, 0.059], [-0.068, -1.851, 0.153], [2.356, -1.089, -0.133]]}

=====

{"formula": "C3H3ClNO", "method": "wB97M-V/def2-TZVPD", "e_above_lowest_kcal_mol": 88.3, "orbital_gap_ev": [7.00, 6.99], "mol_weight_g_mol": 104.5, "total_charge": 1, "max_force_ev_per_a": 4.668, "species": ["C", "C", "C", "N", "O", "Cl", "H", "H", "H"], "coordinates": [[0.592, 0.529, 0.124], [1.864, 0.369, 0.034], [-0.576, -0.620, 0.001], [-1.942, -0.183, 0.071], [-2.326, 0.981, -0.076], [3.383, -0.036, 0.042], [-0.062, 1.457, 0.253], [-0.418, -0.893, -1.029], [-0.513, -1.604, 0.579]]}

=====

{"formula": "C3H3ClO2S", "method": "wB97M-V/def2-TZVPD", "e_above_lowest_kcal_mol": 102.8, "orbital_gap_ev": 8.33, "mol_weight_g_mol": 138.6, "max_force_ev_per_a": 4.980, "species": ["C", "C", "C", "O", "O", "S", "Cl", "H", "H", "H"], "coordinates": [[-0.290, -0.338, 0.126], [0.285, 0.478, -0.731], [3.027, 0.224, -1.387], [2.206, 0.755, -2.086], [-0.064, 1.122, -3.212], [0.590, 0.088, -2.489], [3.079, -1.500, -1.294], [-0.272, -0.026, 1.134], [-0.708, -1.415, 0.034], [0.827, 1.273, -0.397]]}

=====

{"formula": "C3H3ClO2S", "method": "wB97M-V/def2-TZVPD", "e_above_lowest_kcal_mol": 69.9, "orbital_gap_ev": 10.82, "mol_weight_g_mol": 138.6, "max_force_ev_per_a": 4.988, "species": ["C", "C", "C", "O", "O", "S", "Cl", "H", "H", "H"], "coordinates": [[0.332, -1.222, -0.006], [1.240, -0.276, 0.182], [-0.031, 1.160, -0.009], [-1.936, -0.434, -1.138], [-1.882, -0.304, 1.254], [-1.176, -0.258, 0.031], [2.911, -0.111, 0.061], [0.525, -2.216, -0.187], [-0.045, 2.022, 0.756], [0.063, 1.638, -0.945]]}